(1)
Below is 2 unconnected molecules or ions with the total composition C3H12NO2, with properties calculated with ωB97M-V with the def2-TZVPD basis set.

Last column: Mulliken charge in e.
Element x y z (Å)
1 O -0.847 -1.257 -1.798  -0.51
2 C 0.630 -1.424 -1.559  -0.42
3 C 1.020 -0.744 -0.184  -0.56
4 N -0.024 0.222 0.458  0.01
5 C -0.147 1.393 -0.429  -0.84
6 H -0.931 -1.291 -2.759  0.31
7 H 0.681 -2.483 -1.481  0.37
8 H 1.433 -0.993 -2.260  0.35
9 H 1.815 -0.070 -0.621  0.30
10 H 1.293 -1.348 0.683  0.43
11 H 0.024 0.420 1.435  0.27
12 H -0.897 -0.209 0.378  0.31
13 H 0.744 2.003 -0.181  0.40
14 H -1.060 2.101 -0.407  0.32
15 H 0.161 1.119 -1.463  0.29
16 H -1.282 1.842 3.522  0.34
17 H 0.333 1.745 3.136  0.35
18 O -0.549 1.290 3.028  -0.72

Results
E_LUMO   -3.07 eV
Energy above the lowest of the compared OMol25 structures with the same formula, charge and spin   53.5 kcal/mol
DFT total energy   -326.42788 a.u.
M   94.13 g mol⁻¹
Charge   +1

(2)
Below is 3 unconnected molecules or ions with the total composition C3H12NO2, with properties calculated with ωB97M-V with the def2-TZVPD basis set.

Last column: Löwdin spin population.
Element x y z (Å)
1 C -1.569 0.679 1.496  0.17
2 C -0.258 0.888 0.611  0.20
3 C 1.762 -0.353 0.950  0.08
4 N 0.555 -0.276 0.503  0.05
5 H -2.132 -0.177 1.146  0.00
6 H -1.167 0.475 2.504  0.04
7 H -2.149 1.593 1.483  0.00
8 H -0.716 1.092 -0.395  0.06
9 H 0.301 1.733 1.004  0.00
10 H 2.316 -1.256 0.756  0.00
11 H 2.177 0.477 1.510  0.00
12 H 0.170 -1.104 -0.029  0.00
13 H -1.249 -2.911 -0.820  0.00
14 H -0.103 -2.589 -1.797  0.00
15 O -0.512 -2.301 -0.962  0.00
16 H 0.340 1.476 -3.242  0.00
17 H 1.580 1.436 -2.338  0.00
18 O 0.654 1.118 -2.379  0.39

Results
E_LUMO (alpha / beta)   -9.43 / -15.29 eV
Energy above the lowest of the compared OMol25 structures with the same formula, charge and spin   48.3 kcal/mol
DFT total energy   -325.91909 a.u.
Spin multiplicity   2
M   94.13 g mol⁻¹
Charge   +2

(3)
Below is a molecular structure, C3H12NO3, with properties calculated with ωB97M-V with the def2-TZVPD basis set.

Last column: Mulliken charge in e.
Element x y z (Å)
1 C -0.137 1.143 -1.775  -0.89
2 N -0.075 1.389 -0.322  -0.48
3 C 1.074 0.693 0.306  -0.45
4 C 0.730 0.768 1.838  -0.54
5 O -0.506 0.178 2.058  -0.80
6 H -0.621 0.178 -2.020  0.30
7 H 0.818 1.150 -2.296  0.32
8 H -0.798 1.832 -2.300  0.33
9 H -0.838 0.790 -0.013  0.40
10 H 2.005 1.103 -0.107  0.49
11 H 0.954 -0.387 0.106  0.07
12 H 0.803 1.810 2.138  0.33
13 H 1.414 0.114 2.440  0.25
14 H -2.064 -1.763 1.213  0.23
15 H -0.791 -0.837 1.344  0.36
16 O -1.290 -1.673 0.679  -0.81
17 H 0.420 -1.764 -1.316  0.25
18 H -0.798 -2.345 -0.523  0.43
19 O -0.301 -2.379 -1.449  -0.77

Results
E_LUMO   4.15 eV
Energy above the lowest of the compared OMol25 structures with the same formula, charge and spin   29.2 kcal/mol
DFT total energy   -401.96906 a.u.
M   110.13 g mol⁻¹
Charge   -1

(4)
Below is 3 unconnected molecules or ions with the total composition C3H12NO3, with properties calculated with ωB97M-V with the def2-TZVPD basis set.

Last column: Mulliken charge in e.
Element x y z (Å)
1 C -0.491 0.628 0.030  -0.75
2 O 0.410 0.582 -0.962  -0.94
3 C -0.095 -0.609 1.117  0.23
4 C -1.157 -0.590 2.189  -1.38
5 N -0.100 -1.879 0.395  -0.60
6 H -1.503 0.337 -0.255  0.35
7 H -0.414 1.470 0.717  0.25
8 H 0.916 -0.361 1.460  0.35
9 H -0.608 -0.929 3.088  0.33
10 H -1.763 0.263 2.460  0.35
11 H -1.788 -1.477 2.096  0.37
12 H -0.653 -1.893 -0.445  0.23
13 H 0.769 -2.341 0.182  0.20
14 H 1.875 1.038 -1.189  0.50
15 H 3.206 0.272 -0.903  0.24
16 O 2.891 1.160 -1.080  -0.74
17 H -0.480 2.124 -3.447  0.25
18 H -0.212 0.920 -2.351  0.49
19 O -0.802 1.284 -3.101  -0.74

Results
E_LUMO   4.13 eV
Energy above the lowest of the compared OMol25 structures with the same formula, charge and spin   23.2 kcal/mol
DFT total energy   -401.97868 a.u.
M   110.13 g mol⁻¹
Charge   -1

(5)
Below is 4 unconnected molecules or ions with the total composition C3H12NO3S, with properties calculated with ωB97M-V with the def2-TZVPD basis set.

Last column: Mulliken charge in e.
Element x y z (Å)
1 C -0.502 0.370 1.261  -0.42
2 O 0.660 0.579 2.027  -0.69
3 C -0.270 -0.524 0.078  0.84
4 C -1.562 -1.208 -0.465  -0.78
5 S -2.865 0.052 -0.695  -0.43
6 N 0.919 -1.334 0.150  -0.66
7 H -1.210 -0.111 1.955  0.32
8 H -0.951 1.336 1.013  0.32
9 H -0.154 0.197 -0.906  -0.45
10 H -1.829 -1.933 0.299  0.35
11 H -1.320 -1.561 -1.462  0.32
12 H -0.224 0.615 -1.650  0.30
13 H 1.101 -1.511 1.126  0.32
14 H 1.628 -0.734 -0.271  0.02
15 H 2.586 0.720 -1.077  0.44
16 H 2.901 -0.618 -1.849  0.29
17 O 2.808 0.319 -2.012  -0.73
18 H 1.452 0.800 1.368  0.41
19 H 2.448 2.101 0.367  0.20
20 O 2.391 1.139 0.332  -0.97

Results
E_LUMO   1.74 eV
Energy above the lowest of the compared OMol25 structures with the same formula, charge and spin   95.8 kcal/mol
DFT total energy   -800.04721 a.u.
M   142.20 g mol⁻¹
Charge   -1

(6)
Below is 3 unconnected molecules or ions with the total composition C3H12NO4, with properties calculated with ωB97M-V with the def2-TZVPD basis set.

Last column: Mulliken charge in e.
Element x y z (Å)
1 C 0.646 -1.686 -0.266  -0.74
2 C 1.362 -0.486 -0.936  0.04
3 O 2.087 0.281 0.060  -0.57
4 N -0.834 -1.574 -0.102  -0.49
5 C -1.386 -0.671 0.981  -0.54
6 O -1.269 0.641 0.613  -0.89
7 H 1.085 -2.135 0.612  0.39
8 H 0.661 -2.512 -1.037  0.26
9 H 2.156 -0.881 -1.674  0.25
10 H 0.791 0.317 -1.568  0.16
11 H 1.383 0.687 0.666  0.38
12 H -1.154 -1.133 -0.923  0.34
13 H -2.450 -1.054 0.884  0.31
14 H -0.760 -0.850 1.885  0.32
15 H 0.105 1.150 1.815  0.35
16 H -0.062 2.359 1.076  0.32
17 O 0.448 2.054 1.720  -0.74
18 H -0.844 2.592 -1.263  0.25
19 H -0.976 1.110 -0.878  0.31
20 O -0.988 1.790 -1.667  -0.73

Results
E_LUMO   4.08 eV
Energy above the lowest of the compared OMol25 structures with the same formula, charge and spin   45.4 kcal/mol
DFT total energy   -477.18725 a.u.
M   126.13 g mol⁻¹
Charge   -1

> What is the formula in the first record?

C3H12NO2

> Which of these has the highest M?

C3H12NO3S

> Which of these has the highest charge?

number 2